# 1
Molecular formula: C6H12O
Method: DFT, wB97M-V/def2-TZVPD

Values from the calculation:
Charge: 0

Geometry (Å):
C -1.572 1.580 0.971
C -0.570 0.463 0.724
O -0.601 -0.385 1.857
C -0.919 -0.300 -0.545
C -0.247 0.005 -1.837
C -0.108 -1.357 -1.232
C 2.290 -1.050 -0.018
H -1.574 2.290 0.139
H -1.328 2.115 1.894
H -2.577 1.156 1.078
H 0.435 0.901 0.604
H -0.270 -1.250 1.583
H -1.959 -0.636 -0.546
H 0.601 0.687 -1.764
H -0.751 0.042 -2.800
H 1.529 -1.643 -0.559
H 2.472 -0.109 -0.542
H 3.198 -1.656 -0.012
H 1.952 -0.853 1.004

# 2
Molecular formula: C2H45O21
Method: DFT, wB97M-V/def2-TZVPD

Values from the calculation:
Charge: -1

Geometry (Å):
C 0.700 -0.147 0.136
C -0.809 0.054 0.052
O -1.085 1.265 -0.645
H 1.054 -1.104 0.504
H 1.151 0.617 0.741
H 1.224 -0.095 -0.778
H -1.185 0.177 1.061
H -1.247 -0.801 -0.489
O 4.111 -0.880 0.707
H 3.545 -1.080 -0.021
H 3.496 -0.668 1.419
O -3.048 3.427 0.071
H -2.708 3.004 0.841
H -2.586 2.972 -0.620
O -1.587 -1.147 3.878
H -2.110 -0.513 4.348
H -0.732 -0.834 3.849
O 0.377 -2.685 2.397
H 0.232 -2.936 1.487
H 1.056 -2.010 2.298
O 2.378 2.530 3.220
H 3.266 2.612 2.858
H 1.923 2.886 2.495
O -4.002 -0.207 2.139
H -3.853 0.037 3.019
H -3.957 0.434 1.451
O -2.538 -2.531 1.586
H -2.557 -1.702 2.079
H -1.889 -2.251 0.930
O -2.076 -0.102 -3.114
H -2.872 0.327 -3.505
H -1.937 0.382 -2.275
O -2.070 2.170 2.259
H -1.322 2.595 2.681
H -1.704 1.381 1.925
O -3.573 0.504 -0.449
H -2.641 0.779 -0.531
H -3.608 -0.372 -0.869
O 3.211 2.109 -0.242
H 2.903 1.287 -0.614
H 2.381 2.572 -0.127
O 0.462 1.185 -2.979
H 0.014 1.109 -2.128
H 0.965 0.370 -3.170
O -0.840 3.477 -2.000
H -1.648 3.534 -2.492
H -0.758 2.623 -1.577
O 2.063 -2.855 -1.273
H 2.234 -3.613 -1.821
H 1.155 -3.051 -0.942
O -1.147 -2.824 -2.976
H -0.246 -2.700 -3.419
H -1.476 -1.924 -2.892
O 0.936 3.130 0.455
H 0.279 2.454 0.315
H 0.656 3.763 -0.195
O 1.147 -1.358 -3.389
H 1.572 -1.663 -2.598
H 1.778 -1.585 -4.101
O 3.743 -0.012 -1.933
H 4.683 0.132 -1.937
H 3.460 0.200 -2.850
O -0.470 -3.645 -0.300
H -0.914 -3.465 -1.112
H -0.558 -4.580 -0.124
O 2.514 -0.490 2.764
H 3.265 -0.346 3.347
H 1.819 0.078 3.177

Short version: energy = -310.87387; -1683.28076 Ha, in the order given.
Short version: Kohn-Sham gap = 8.78; 8.56 eV, in the order given.
Short version: LUMO energy = -0.009; 0.075 Eh, in the order given.